DFT (ωB97M-V/def2-TZVPD) results for an isolated molecule of C4H3NO2 in a non-equilibrium geometry.

Last columns: bonded neighbours and bond lengths (Å).
Positions of all 10 atoms, in Å:
1 C 0.258 3.111 -0.676  C2 1.193, H8 1.112
2 C 0.014 1.949 -0.554  C1 1.193, C3 1.563
3 C -0.593 0.510 -0.515  C2 1.563, O4 1.198, O5 1.287
4 O -1.589 0.132 -1.064  C3 1.198
5 O -0.003 -0.242 0.346  C3 1.287, N6 1.441
6 N -0.555 -1.572 0.309  O5 1.441, C7 1.368
7 C 0.424 -2.414 0.761  N6 1.368, H9 1.023, H10 1.150
8 H 0.635 4.151 -0.565  C1 1.112
9 H 1.284 -2.102 1.218  C7 1.023
10 H 0.124 -3.523 0.741  C7 1.150

Results
Energy above the lowest of the compared OMol25 structures with the same formula, charge and spin: 5.138 eV
Largest force on an atom: 0.1402 Eh/bohr
Gap between HOMO and LUMO: 10.65 eV
Structure (SMILES): C#CC(=O)ON=C
Lowest unoccupied orbital energy: 0.0025 Ha

---

DFT (ωB97M-V/def2-TZVPD) results for an isolated molecule of C4H3NO2.

Last columns: bonded neighbours and bond lengths (Å).
Positions of all 10 atoms, in Å:
1 O 2.634 0.950 0.199  C2 1.207
2 C 1.992 -0.012 -0.143  O1 1.207, C3 1.479, H8 1.102
3 C 0.513 -0.030 -0.170  C2 1.479, N4 1.297, O7 1.347
4 N -0.263 -0.917 -0.712  C3 1.297, C5 1.381
5 C -1.528 -0.556 -0.292  N4 1.381, C6 1.356, H9 1.081
6 C -1.429 0.536 0.506  C5 1.356, O7 1.351, H10 1.078
7 O -0.127 0.892 0.574  C3 1.347, C6 1.351
8 H 2.449 -0.980 -0.406  C2 1.102
9 H -2.409 -1.119 -0.566  C5 1.081
10 H -2.113 1.117 1.102  C6 1.078

Results
Energy above the lowest of the compared OMol25 structures with the same formula, charge and spin: 1.107 eV
Largest force on an atom: 0.0102 Eh/bohr
Gap between HOMO and LUMO: 9.81 eV
Structure (SMILES): O=Cc1ncco1
Lowest unoccupied orbital energy: -0.0054 Ha

---

DFT (ωB97M-V/def2-TZVPD) results for an isolated molecule of C4H3NO2 in a non-equilibrium geometry.

Last columns: bonded neighbours and bond lengths (Å).
Positions of all 10 atoms, in Å:
1 O 2.559 -0.387 -0.140  C2 1.206
2 C 1.725 0.441 0.131  O1 1.206, C3 1.463, H8 0.889
3 C 0.289 0.179 0.040  C2 1.463, C4 1.382, N7 1.459
4 C -0.698 1.140 -0.063  C3 1.382, O5 1.384, H9 1.181
5 O -1.898 0.450 -0.078  C4 1.384, C6 1.302
6 C -1.606 -0.814 0.033  O5 1.302, N7 1.357, H10 1.188
7 N -0.294 -1.159 0.054  C3 1.459, C6 1.357
8 H 1.802 1.293 0.375  C2 0.889
9 H -0.848 2.305 0.059  C4 1.181
10 H -2.435 -1.664 0.080  C6 1.188

Results
Energy above the lowest of the compared OMol25 structures with the same formula, charge and spin: 3.117 eV
Largest force on an atom: 0.2530 Eh/bohr
Gap between HOMO and LUMO: 10.30 eV
Structure (SMILES): O=Cc1cocn1
Lowest unoccupied orbital energy: 0.0085 Ha

---

DFT (ωB97M-V/def2-TZVPD) results for an isolated molecule of C4H3NO2 in a non-equilibrium geometry.

Last columns: bonded neighbours and bond lengths (Å).
Positions of all 10 atoms, in Å:
1 C 0.185 1.630 1.708  C3 1.362, N5 1.153
2 C -0.234 0.477 -0.629  C3 1.291, C4 1.605, H8 0.992
3 C 0.022 0.925 0.555  C1 1.362, C2 1.291
4 C -0.089 -1.091 -0.939  C2 1.605, O7 1.381, H9 1.174, H10 1.208
5 N 0.258 2.364 2.594  C1 1.153
6 O 0.417 -1.144 1.148  O7 1.349
7 O 0.879 -1.534 -0.058  C4 1.381, O6 1.349
8 H -0.461 1.036 -1.416  C2 0.992
9 H -1.193 -1.484 -0.859  C4 1.174
10 H 0.214 -1.180 -2.105  C4 1.208

Results
Energy above the lowest of the compared OMol25 structures with the same formula, charge and spin: 7.683 eV
Largest force on an atom: 0.0822 Eh/bohr
Gap between HOMO and LUMO (alpha / beta): 8.84 / 8.05 eV
Lowest unoccupied orbital energy (alpha / beta): -0.0485 / -0.0487 Ha